# 1
132
Properties=species:S:1:pos:R:3:lowdin_charge:R:1 method="wB97M-V/def2-TZVPD" total_charge=-1 homo_lumo_gap_ev=6.0928 multiplicity=1
Cs -0.377 -1.926 -0.063 0.950
C -3.844 -3.711 1.702 -0.122
N -2.431 -3.573 2.011 -0.302
C -2.257 -2.944 3.309 -0.115
C -1.743 -4.858 1.986 -0.227
C -1.645 -5.533 0.629 -0.259
N -0.910 -4.709 -0.313 -0.102
C -0.613 -5.206 -1.504 -0.238
C 0.147 -4.407 -2.419 -0.176
F 0.452 -3.130 -2.030 -0.268
C 0.588 -4.822 -3.645 -0.247
F 1.314 -3.966 -4.391 0.063
C 0.312 -6.083 -4.143 0.017
C -0.462 -6.878 -3.317 -0.252
F -0.793 -8.110 -3.743 0.066
C -0.920 -6.482 -2.083 -0.148
F -1.706 -7.363 -1.416 0.047
H -4.356 -4.381 2.417 0.088
H -3.976 -4.115 0.697 0.082
H -4.329 -2.734 1.739 0.033
H -2.702 -3.543 4.125 0.087
H -2.724 -1.956 3.306 0.062
H -1.192 -2.821 3.520 0.072
H -2.227 -5.565 2.688 0.124
H -0.728 -4.685 2.341 0.081
H -2.648 -5.783 0.261 0.103
H -1.138 -6.493 0.804 0.111
H 0.660 -6.424 -5.106 0.116
C 4.720 -1.473 1.651 -0.175
N 3.769 -1.556 0.528 -0.547
P 3.089 -3.055 0.112 0.981
C 4.641 -4.054 -0.095 -0.331
C 5.250 -4.829 0.891 -0.092
C 6.452 -5.482 0.640 -0.087
C 7.062 -5.373 -0.603 -0.099
C 6.463 -4.610 -1.595 -0.090
C 5.261 -3.963 -1.340 -0.099
C 2.386 -3.807 1.634 -0.393
C 2.100 -5.175 1.549 -0.116
C 1.606 -5.865 2.644 -0.091
C 1.351 -5.189 3.833 -0.103
C 1.561 -3.822 3.905 -0.096
C 2.074 -3.128 2.809 -0.100
P 2.828 -0.053 0.382 1.027
C 4.317 1.040 0.142 -0.361
C 5.421 0.619 -0.602 -0.101
C 6.491 1.475 -0.812 -0.088
C 6.466 2.768 -0.291 -0.101
C 5.370 3.193 0.440 -0.084
C 4.300 2.330 0.663 -0.089
C 2.382 0.038 -1.423 -0.382
C 1.798 1.245 -1.838 -0.096
C 1.435 1.439 -3.163 -0.078
C 1.637 0.432 -4.101 -0.086
C 2.233 -0.755 -3.708 -0.079
C 2.615 -0.944 -2.382 -0.129
H 4.625 -2.321 2.326 0.062
H 4.546 -0.564 2.235 0.071
H 5.749 -1.435 1.287 0.080
H 4.791 -4.930 1.867 0.102
H 6.910 -6.079 1.420 0.099
H 8.001 -5.881 -0.796 0.097
H 6.923 -4.530 -2.573 0.101
H 4.797 -3.372 -2.124 0.094
H 2.295 -5.704 0.621 0.116
H 1.401 -6.927 2.565 0.108
H 0.956 -5.726 4.689 0.104
H 1.345 -3.287 4.823 0.105
H 2.250 -2.059 2.885 0.099
H 5.434 -0.384 -1.018 0.100
H 7.346 1.137 -1.389 0.097
H 7.297 3.441 -0.470 0.095
H 5.339 4.201 0.837 0.102
H 3.430 2.671 1.216 0.082
H 1.657 2.053 -1.125 0.083
H 1.009 2.388 -3.466 0.091
H 1.337 0.574 -5.132 0.098
H 2.400 -1.548 -4.428 0.098
H 3.082 -1.873 -2.105 0.028
Se 1.009 6.418 -0.099 0.248
P -0.722 5.221 -0.109 0.507
C -1.985 5.942 0.992 -0.339
C -3.257 6.347 0.602 -0.103
C -4.114 6.940 1.525 -0.078
C -3.699 7.145 2.831 -0.090
C -2.422 6.754 3.222 -0.085
C -1.572 6.152 2.311 -0.113
C -1.380 5.162 -1.795 -0.361
C -1.331 3.993 -2.544 -0.090
C -1.673 4.016 -3.890 -0.081
C -2.086 5.199 -4.485 -0.087
C -2.137 6.372 -3.738 -0.081
C -1.768 6.358 -2.402 -0.113
C -0.482 3.523 0.447 -0.442
C -1.188 2.297 0.541 -0.443
N -0.307 1.363 0.997 -0.044
N 0.834 1.997 1.231 -0.125
N 0.764 3.271 0.894 -0.037
P -2.898 1.749 0.468 0.579
Se -3.189 -0.329 0.605 0.292
C -3.726 2.533 1.889 -0.349
C -5.120 2.508 1.970 -0.096
C -5.761 2.962 3.111 -0.082
C -5.014 3.422 4.191 -0.091
C -3.630 3.427 4.122 -0.082
C -2.984 2.989 2.971 -0.072
C -3.742 2.396 -1.012 -0.346
C -4.341 3.652 -1.035 -0.095
C -5.031 4.076 -2.164 -0.073
C -5.129 3.245 -3.271 -0.086
C -4.524 1.994 -3.255 -0.079
C -3.832 1.571 -2.130 -0.110
H -3.583 6.205 -0.420 0.082
H -5.108 7.247 1.216 0.103
H -4.370 7.607 3.547 0.100
H -2.092 6.917 4.242 0.104
H -0.568 5.859 2.600 0.098
H -1.005 3.069 -2.081 0.092
H -1.619 3.103 -4.472 0.108
H -2.364 5.210 -5.533 0.101
H -2.438 7.303 -4.206 0.101
H -1.731 7.281 -1.834 0.102
H -5.697 2.109 1.144 0.110
H -6.844 2.944 3.166 0.101
H -5.514 3.769 5.089 0.099
H -3.044 3.778 4.964 0.105
H -1.901 2.990 2.918 0.107
H -4.278 4.294 -0.168 0.078
H -5.498 5.056 -2.174 0.106
H -5.676 3.574 -4.148 0.103
H -4.597 1.344 -4.120 0.106
H -3.386 0.585 -2.097 0.069

---

# 2
154
Properties=species:S:1:pos:R:3:lowdin_charge:R:1 method="wB97M-V/def2-TZVPD" total_charge=+1 homo_lumo_gap_ev=8.2082 multiplicity=1
C 1.009 -0.405 -2.579 -0.046
C -0.116 -0.637 -1.539 -0.206
C 0.345 -0.311 -0.101 -0.276
C 0.880 -1.605 0.518 -0.020
N -0.625 0.521 0.759 -0.083
P -1.389 2.115 -0.340 1.078
N -0.063 2.412 -1.317 -0.079
O -2.449 1.443 -1.359 -0.239
C 0.055 1.416 1.758 -0.334
S 1.719 1.140 2.468 0.816
O 1.683 1.888 3.696 -0.252
O 2.264 -0.177 2.489 -0.239
C 2.825 2.176 1.361 -0.450
F 2.643 3.446 1.771 0.112
F 2.466 2.120 0.073 0.115
C 4.328 1.819 1.530 -0.361
F 4.607 1.836 2.840 0.168
F 5.007 2.808 0.927 0.171
C 4.786 0.440 0.900 -0.514
F 5.100 -0.417 1.870 0.192
F 5.845 0.638 0.121 0.199
F 3.794 -0.090 0.155 0.147
C -1.020 1.879 2.780 -0.376
P -1.243 3.734 3.035 0.900
O -0.393 4.268 1.705 -0.326
O -0.227 3.989 4.256 -0.253
C -2.315 1.065 2.382 -0.611
O -3.344 1.818 1.778 -0.131
P -3.035 0.595 4.081 1.041
P -5.023 -0.162 3.617 0.285
O -5.756 0.332 2.443 -0.303
O -5.793 0.110 4.994 -0.169
O -4.738 -1.743 3.571 -0.187
C -1.790 -0.156 1.545 -0.282
C -1.421 -1.317 2.490 -0.142
C -0.411 -1.203 3.654 -0.196
C -0.891 -1.941 4.926 -0.199
C -0.467 -1.224 6.227 -0.193
C -1.520 -1.264 7.356 -0.267
N -1.967 0.100 7.723 -0.012
C -2.863 -0.667 0.546 -0.218
C -3.363 -2.128 0.571 -0.687
C -2.450 -3.164 -0.087 -0.161
I -5.151 -2.055 -0.660 0.956
H 1.024 -1.224 -3.296 0.068
H 0.832 0.499 -3.160 0.063
H 1.992 -0.338 -2.114 0.076
H -1.002 -0.101 -1.862 0.067
H -0.380 -1.689 -1.604 0.077
H 1.210 0.336 -0.222 0.089
H 0.284 -2.467 0.223 0.078
H 1.884 -1.760 0.121 0.100
H 0.966 -1.599 1.593 0.039
H 0.306 3.341 -1.129 0.070
H -0.228 2.309 -2.314 0.071
H -2.550 1.939 -2.185 0.099
H 0.314 2.363 1.247 0.053
H -0.793 1.583 3.807 0.065
H -0.040 5.147 1.903 0.070
H 0.629 3.530 4.193 0.043
H -3.011 2.621 1.357 0.033
H -3.365 1.901 4.486 -0.020
H -6.721 0.292 4.780 0.093
H -5.579 -2.217 3.486 0.101
H -1.107 -2.169 1.892 0.091
H -2.363 -1.643 2.930 0.075
H -0.172 -0.185 3.954 0.059
H 0.536 -1.664 3.382 0.095
H -1.979 -2.023 4.935 0.073
H -0.461 -2.944 4.936 0.116
H -0.279 -0.166 6.031 0.090
H 0.474 -1.639 6.592 0.108
H -1.079 -1.730 8.235 0.106
H -2.378 -1.863 7.038 0.100
H -2.881 0.273 7.320 0.040
H -2.117 0.143 8.724 0.061
H -2.511 -0.530 -0.471 0.067
H -3.737 -0.022 0.616 0.061
H -3.728 -2.476 1.529 0.047
H -3.026 -4.034 -0.399 0.045
H -1.685 -3.531 0.599 0.074
H -2.005 -2.753 -0.992 0.039
C -2.889 -10.818 -1.047 -0.050
C -2.362 -9.709 -0.395 -0.056
C -2.517 -8.445 -0.938 -0.006
C -3.194 -8.285 -2.141 -0.084
C -3.710 -9.401 -2.803 -0.079
C -3.561 -10.665 -2.248 0.004
C -4.412 -9.266 -4.114 -0.275
O -4.866 -10.233 -4.683 0.118
C -4.527 -7.899 -4.701 -0.079
C -5.132 -7.747 -5.942 0.005
C -5.257 -6.486 -6.499 -0.049
C -4.786 -5.369 -5.817 -0.050
C -4.180 -5.516 -4.581 -0.001
C -4.043 -6.781 -4.020 -0.079
C -3.364 -6.917 -2.702 -0.267
O -2.961 -5.934 -2.110 0.074
H -2.772 -11.804 -0.618 0.111
H -1.830 -9.833 0.539 0.108
H -2.117 -7.573 -0.439 0.116
H -3.972 -11.519 -2.768 0.123
H -5.497 -8.623 -6.460 0.123
H -5.725 -6.370 -7.468 0.111
H -4.890 -4.384 -6.252 0.108
H -3.808 -4.656 -4.041 0.096
C 4.127 6.622 2.441 -0.061
C 4.768 5.537 3.030 -0.064
C 6.030 5.690 3.579 0.006
C 6.660 6.928 3.530 -0.076
C 6.023 8.010 2.925 -0.078
C 4.752 7.855 2.386 0.000
C 6.691 9.343 2.829 -0.276
O 6.128 10.281 2.308 0.111
C 8.065 9.471 3.388 -0.084
C 8.728 10.687 3.272 0.001
C 10.002 10.831 3.795 -0.051
C 10.618 9.765 4.440 -0.051
C 9.964 8.550 4.556 0.001
C 8.689 8.396 4.026 -0.084
C 8.016 7.073 4.141 -0.276
O 8.543 6.139 4.706 0.112
H 3.136 6.503 2.019 0.097
H 4.285 4.575 3.073 0.078
H 6.540 4.858 4.045 0.122
H 4.269 8.707 1.928 0.121
H 8.236 11.509 2.771 0.122
H 10.518 11.778 3.701 0.110
H 11.611 9.883 4.852 0.110
H 10.432 7.712 5.053 0.122
C -0.921 1.937 -9.582 -0.049
C 0.224 1.171 -9.770 -0.047
C 0.503 0.115 -8.920 0.003
C -0.361 -0.177 -7.872 -0.085
C -1.504 0.601 -7.673 -0.087
C -1.783 1.655 -8.535 0.000
C -2.429 0.334 -6.538 -0.282
O -3.420 1.009 -6.355 0.104
C -2.090 -0.789 -5.613 -0.081
C -2.916 -1.036 -4.521 0.002
C -2.620 -2.073 -3.653 -0.088
C -1.505 -2.878 -3.877 -0.070
C -0.681 -2.637 -4.964 -0.005
C -0.967 -1.587 -5.830 -0.081
C -0.048 -1.329 -6.980 -0.278
O 0.921 -2.031 -7.169 0.115
H -1.140 2.757 -10.253 0.111
H 0.899 1.399 -10.585 0.112
H 1.386 -0.493 -9.060 0.123
H -2.677 2.243 -8.377 0.121
H -3.782 -0.407 -4.360 0.121
H -3.252 -2.251 -2.791 0.017
H -1.290 -3.702 -3.206 0.111
H 0.185 -3.256 -5.156 0.126